C21H31N5O3 | ωB97M-V with the def2-TZVPD basis set

E_HOMO: -9.1 eV
Orbital gap: 9.64 eV
2S+1: 1
Maximum force: 0.2 eV/Å
Energy relative to the best compared isomer or geometry (same formula, charge and spin): 3.0 kJ/mol
Molar mass: 401.51 g/mol
Total energy: -1318.39554 hartree
Net charge: 0

Cartesian coordinates (Å):
C: -5.41 -2.55 -4.50
C: -4.73 -3.23 -3.31
C: -3.26 -2.87 -3.16
C: -2.30 -3.62 -4.09
C: -0.94 -3.31 -3.48
C: -1.17 -3.44 -1.96
O: -0.82 -4.73 -1.51
C: -0.32 -2.44 -1.17
O: 0.57 -2.83 -0.42
N: -0.59 -1.13 -1.35
C: 0.14 -0.10 -0.62
C: -0.31 -0.04 0.84
N: 0.47 0.92 1.60
C: 0.16 2.22 1.42
O: -0.75 2.58 0.68
C: 0.96 3.27 2.13
C: 0.34 4.16 3.00
C: 1.06 5.20 3.60
N: 2.35 5.44 3.38
C: 2.91 4.59 2.54
C: 2.31 3.50 1.89
N: 3.24 2.85 1.09
C: 4.34 3.52 1.27
N: 4.23 4.58 2.12
C: 5.25 5.53 2.51
C: 1.46 0.42 2.56
C: 2.49 -0.47 1.88
C: 0.77 -0.30 3.73
C: -2.69 -3.22 -1.78
H: -6.45 -2.84 -4.58
H: -5.37 -1.46 -4.38
H: -4.91 -2.80 -5.44
H: -5.26 -2.96 -2.40
H: -4.82 -4.32 -3.40
H: -3.15 -1.79 -3.35
H: -2.51 -4.69 -4.03
H: -2.37 -3.32 -5.14
H: -0.14 -3.98 -3.79
H: -0.64 -2.29 -3.74
H: -0.05 -4.60 -0.93
H: -1.37 -0.87 -1.93
H: 1.20 -0.32 -0.66
H: -0.04 0.86 -1.10
H: -1.37 0.23 0.88
H: -0.19 -1.02 1.29
H: -0.72 4.06 3.21
H: 0.56 5.88 4.28
H: 5.28 3.30 0.79
H: 6.20 5.21 2.09
H: 5.01 6.52 2.13
H: 5.32 5.58 3.59
H: 1.97 1.29 2.96
H: 3.22 -0.82 2.61
H: 2.02 -1.36 1.43
H: 3.01 0.09 1.10
H: 1.52 -0.58 4.47
H: 0.04 0.36 4.20
H: 0.27 -1.21 3.40
H: -2.94 -2.47 -1.02
H: -3.10 -4.17 -1.45

***

C21H32AlO2 | ωB97M-V with the def2-TZVPD basis set

E_HOMO: -16.2 eV
Orbital gap: 1.90 eV
2S+1: 1
Maximum force: 9.6 eV/Å
Molar mass: 343.47 g/mol
Total energy: -1210.55669 hartree
Net charge: +3

Cartesian coordinates (Å):
C: 1.45 -5.37 -2.73
C: -0.05 -5.39 -3.44
C: -1.27 -5.52 -2.33
C: -1.24 -4.23 -1.26
C: -2.76 -4.10 -0.67
C: -2.88 -3.48 0.84
C: -1.60 -2.58 1.33
C: -1.59 -1.03 0.75
C: -0.85 0.05 1.78
C: 0.63 0.50 1.25
C: 1.89 -0.25 2.05
O: 1.78 -1.40 2.75
O: 3.11 0.60 1.87
C: 2.72 1.81 1.06
C: 1.15 2.06 1.59
C: 0.49 3.09 0.50
C: 0.62 4.68 0.88
C: 0.76 5.29 2.42
C: 0.85 6.93 2.72
C: 0.78 8.05 1.51
C: 0.66 7.46 -0.03
C: 0.58 5.83 -0.33
C: 0.46 5.41 -1.93
H: 1.92 -6.45 -2.88
H: 2.14 -4.52 -3.21
H: 1.42 -5.15 -1.57
H: -0.04 -6.36 -4.14
H: -0.26 -4.40 -4.05
H: -1.15 -6.52 -1.69
H: -2.33 -5.52 -2.83
H: -0.99 -3.27 -1.91
H: -0.42 -4.50 -0.48
H: -3.20 -5.21 -0.62
H: -3.49 -3.52 -1.40
H: -3.03 -4.39 1.59
H: -3.91 -2.88 0.88
H: -1.72 -2.46 2.52
H: -0.55 -3.08 1.17
H: -1.12 -1.04 -0.32
H: -2.73 -0.71 0.63
H: -0.69 -0.53 2.80
H: -1.59 0.94 1.96
H: 0.65 0.23 0.10
H: 3.39 2.76 1.14
H: 2.68 1.38 -0.05
H: 1.09 2.33 2.75
H: -0.68 2.84 0.47
H: 0.96 2.83 -0.55
H: 0.80 4.55 3.35
H: 0.95 7.29 3.86
H: 0.81 9.21 1.65
H: 0.63 8.25 -0.93
H: 1.11 6.12 -2.59
H: 0.76 4.30 -2.16
H: -0.66 5.57 -2.24
Al: 3.53 -6.51 -1.82

***

C21H32BrN4O2STeZn | ωB97M-V with the def2-TZVPD basis set

E_HOMO: -9.9 eV
Orbital gap: 7.89 eV
2S+1: 1
Maximum force: 0.2 eV/Å
Energy relative to the best compared isomer or geometry (same formula, charge and spin): 0.0 kJ/mol
Molar mass: 677.47 g/mol
Total energy: -6208.36209 hartree
Net charge: +1

Cartesian coordinates (Å):
Zn: 1.09 0.13 -0.45
O: 6.93 -0.50 1.70
C: 5.67 -0.33 1.27
C: 5.25 0.77 0.52
C: 3.93 0.83 0.13
N: 3.02 -0.11 0.44
C: 3.45 -1.15 1.17
Br: 2.19 -2.47 1.63
C: 4.75 -1.31 1.61
H: 7.50 0.23 1.41
H: 5.93 1.56 0.24
H: 3.56 1.66 -0.46
H: 5.04 -2.17 2.19
C: -4.24 0.10 2.81
C: -3.28 1.27 2.63
N: -1.88 0.86 2.48
C: -1.07 0.74 3.69
C: -0.97 -0.67 4.25
C: -1.36 0.57 1.28
C: -2.20 0.78 0.06
N: -0.15 0.09 1.13
H: -5.26 0.47 2.93
H: -3.99 -0.50 3.68
H: -4.23 -0.57 1.94
H: -3.33 1.91 3.51
H: -3.57 1.89 1.79
H: -1.50 1.41 4.43
H: -0.07 1.15 3.47
H: -1.95 -1.03 4.57
H: -0.31 -0.69 5.12
H: -0.58 -1.38 3.51
H: -2.62 1.79 0.04
H: -3.03 0.07 0.04
H: -1.60 0.65 -0.83
H: 0.32 -0.09 2.01
O: 1.21 -1.62 -1.47
C: 0.43 -2.46 -1.94
C: -1.05 -2.37 -1.80
C: -1.45 -1.46 -2.99
C: -0.87 -1.83 -4.37
C: 0.65 -1.60 -4.55
C: 1.53 -2.74 -4.02
N: 0.88 -3.37 -2.85
H: -1.34 -1.92 -0.84
H: -1.52 -3.35 -1.89
H: -1.15 -0.44 -2.76
H: -2.54 -1.46 -3.06
H: -1.38 -1.20 -5.10
H: -1.14 -2.86 -4.64
H: 0.92 -0.66 -4.05
H: 0.87 -1.45 -5.61
H: 2.52 -2.40 -3.74
H: 1.65 -3.53 -4.77
H: 0.15 -4.01 -3.13
Te: 1.07 2.09 -2.10
C: -0.34 3.23 -1.04
C: -0.36 3.60 0.27
C: -1.51 4.34 0.63
C: -2.36 4.53 -0.42
S: -1.74 3.82 -1.85
H: 0.44 3.35 0.96
H: -1.70 4.74 1.62
H: -3.29 5.08 -0.44

***

C21H32Cl5GePdSi3 | ωB97M-V with the def2-TZVPD basis set

E_HOMO (alpha / beta): -7.3 / -8.6 eV
Orbital gap (alpha / beta): 7.79 / 6.79 eV
2S+1: 4
Maximum force: 1.9 eV/Å
Energy relative to the best compared isomer or geometry (same formula, charge and spin): 0.0 kJ/mol
Expectation value of S²: 3.7599
Molar mass: 725.04 g/mol
Total energy: -6193.60538 hartree
Net charge: 0

Cartesian coordinates (Å):
Pd: 1.13 -0.63 0.11
Cl: 0.21 -2.63 1.63
C: 1.44 -1.86 2.60
C: 2.10 -0.82 1.98
C: 3.15 -0.23 2.66
Cl: 4.01 1.05 1.88
C: 3.50 -0.65 3.94
Cl: 4.83 0.08 4.76
C: 2.78 -1.66 4.57
Cl: 3.18 -2.16 6.16
C: 1.73 -2.29 3.89
Cl: 0.82 -3.54 4.63
C: 3.42 -3.25 -3.39
C: 4.09 -2.79 -2.26
C: 3.41 -2.06 -1.30
C: 2.06 -1.78 -1.47
C: 1.38 -2.25 -2.58
C: 2.07 -2.99 -3.54
H: 3.95 -3.81 -4.15
H: 5.14 -3.01 -2.13
H: 3.95 -1.71 -0.42
H: 0.32 -2.07 -2.71
H: 1.54 -3.36 -4.41
C: -4.34 0.64 -1.35
Si: -3.02 -0.65 -0.95
C: -3.62 -1.75 0.47
C: -2.66 -1.68 -2.49
Ge: -0.99 0.41 -0.20
Si: -1.30 1.60 1.89
C: -2.70 2.87 1.80
C: -1.72 0.30 3.20
C: 0.31 2.48 2.38
Si: 0.09 1.95 -1.77
C: 0.35 1.33 -3.53
C: -1.01 3.49 -1.87
C: 1.77 2.39 -1.00
H: -5.27 0.15 -1.65
H: -4.02 1.29 -2.16
H: -4.55 1.26 -0.48
H: -4.42 -2.43 0.16
H: -4.01 -1.13 1.28
H: -2.81 -2.35 0.87
H: -3.56 -2.14 -2.89
H: -1.94 -2.47 -2.27
H: -2.23 -1.05 -3.28
H: -3.64 2.40 1.52
H: -2.48 3.66 1.08
H: -2.84 3.34 2.78
H: -2.72 -0.11 3.04
H: -1.69 0.71 4.21
H: -1.01 -0.53 3.15
H: 0.42 3.43 1.87
H: 1.17 1.86 2.12
H: 0.35 2.67 3.46
H: -0.56 0.87 -3.94
H: 1.15 0.59 -3.57
H: 0.62 2.16 -4.19
H: -1.99 3.25 -2.28
H: -0.55 4.24 -2.52
H: -1.16 3.94 -0.88
H: 2.22 1.50 -0.52
H: 1.67 3.15 -0.22
H: 2.49 2.75 -1.74

***

Number 2 is which compound?
C21H32AlO2

***

Copy entry 1 word for word.
C21H31N5O3 | ωB97M-V with the def2-TZVPD basis set

E_HOMO: -9.1 eV
Orbital gap: 9.64 eV
2S+1: 1
Maximum force: 0.2 eV/Å
Energy relative to the best compared isomer or geometry (same formula, charge and spin): 3.0 kJ/mol
Molar mass: 401.51 g/mol
Total energy: -1318.39554 hartree
Net charge: 0

Cartesian coordinates (Å):
C: -5.41 -2.55 -4.50
C: -4.73 -3.23 -3.31
C: -3.26 -2.87 -3.16
C: -2.30 -3.62 -4.09
C: -0.94 -3.31 -3.48
C: -1.17 -3.44 -1.96
O: -0.82 -4.73 -1.51
C: -0.32 -2.44 -1.17
O: 0.57 -2.83 -0.42
N: -0.59 -1.13 -1.35
C: 0.14 -0.10 -0.62
C: -0.31 -0.04 0.84
N: 0.47 0.92 1.60
C: 0.16 2.22 1.42
O: -0.75 2.58 0.68
C: 0.96 3.27 2.13
C: 0.34 4.16 3.00
C: 1.06 5.20 3.60
N: 2.35 5.44 3.38
C: 2.91 4.59 2.54
C: 2.31 3.50 1.89
N: 3.24 2.85 1.09
C: 4.34 3.52 1.27
N: 4.23 4.58 2.12
C: 5.25 5.53 2.51
C: 1.46 0.42 2.56
C: 2.49 -0.47 1.88
C: 0.77 -0.30 3.73
C: -2.69 -3.22 -1.78
H: -6.45 -2.84 -4.58
H: -5.37 -1.46 -4.38
H: -4.91 -2.80 -5.44
H: -5.26 -2.96 -2.40
H: -4.82 -4.32 -3.40
H: -3.15 -1.79 -3.35
H: -2.51 -4.69 -4.03
H: -2.37 -3.32 -5.14
H: -0.14 -3.98 -3.79
H: -0.64 -2.29 -3.74
H: -0.05 -4.60 -0.93
H: -1.37 -0.87 -1.93
H: 1.20 -0.32 -0.66
H: -0.04 0.86 -1.10
H: -1.37 0.23 0.88
H: -0.19 -1.02 1.29
H: -0.72 4.06 3.21
H: 0.56 5.88 4.28
H: 5.28 3.30 0.79
H: 6.20 5.21 2.09
H: 5.01 6.52 2.13
H: 5.32 5.58 3.59
H: 1.97 1.29 2.96
H: 3.22 -0.82 2.61
H: 2.02 -1.36 1.43
H: 3.01 0.09 1.10
H: 1.52 -0.58 4.47
H: 0.04 0.36 4.20
H: 0.27 -1.21 3.40
H: -2.94 -2.47 -1.02
H: -3.10 -4.17 -1.45

***

Which formula does entry 3 have?
C21H32BrN4O2STeZn

***

Look up the 2S+1 of the second one.
1